Density functional theory data (the ωB97M-V functional and the def2-TZVPD basis) for a structure of composition C42H38F3N7O2Tl.

The geometry in XYZ format:
```
93
Properties=species:S:1:pos:R:3:lowdin_charge:R:1
Tl 0.80615 -0.66841 0.47222 0.948
C -2.75165 -3.08217 2.04870 -0.027
C -1.66226 -2.02591 2.09002 -0.480
O -0.61594 -2.29675 1.42967 -0.121
C -1.90835 -0.87094 2.82809 -0.043
C -1.02413 0.22335 3.02040 -0.344
C -1.50426 1.35488 3.89220 -0.042
N 0.17552 0.27752 2.50182 -0.056
N 0.92200 1.39624 2.86040 0.066
C 2.06486 1.47808 2.24010 -0.496
O 2.54518 0.67411 1.35386 -0.169
C 2.90630 2.67576 2.57785 -0.140
C 4.05691 2.91790 1.83485 -0.038
C 4.84144 4.03759 2.08967 -0.096
C 4.48348 4.92471 3.09391 -0.114
C 3.33585 4.68383 3.84454 -0.099
C 2.55195 3.56984 3.58841 -0.037
H -3.41460 -2.88389 1.20136 0.070
H -3.34952 -3.08357 2.96006 0.071
H -2.29254 -4.05941 1.90218 0.078
H -2.86374 -0.80592 3.33081 0.086
H -2.55966 1.23082 4.13161 0.065
H -1.34716 2.30460 3.38181 0.074
H -0.92300 1.39631 4.81551 0.076
H 4.31942 2.21507 1.05362 0.105
H 5.73470 4.21599 1.50226 0.094
H 5.09184 5.79880 3.29466 0.091
H 3.05303 5.37057 4.63400 0.093
H 1.65135 3.37187 4.15480 0.103
C -1.80946 -2.16552 -1.52342 -0.166
N -0.38276 -2.07916 -1.30263 -0.031
C 0.41756 -2.88614 -1.86520 -0.087
C 1.82814 -2.82415 -1.55677 -0.316
C 2.89992 -3.52164 -2.10535 -0.072
C 4.05487 -3.05034 -1.45346 -0.114
C 3.62273 -2.09359 -0.53721 -0.201
N 2.28153 -1.96572 -0.59389 -0.042
C -2.26837 -1.55041 -2.83160 -0.208
C -1.48647 -0.62565 -3.51744 -0.042
C -1.96367 -0.02551 -4.67632 -0.076
C -3.21959 -0.34777 -5.17163 -0.106
C -3.99755 -1.28544 -4.50278 -0.100
C -3.52343 -1.87731 -3.33979 -0.058
H -2.28743 -1.61377 -0.70850 0.107
H -2.15924 -3.20105 -1.45993 0.126
H 0.08231 -3.64830 -2.57771 0.139
H 2.83888 -4.25955 -2.89285 0.090
H 5.07539 -3.36138 -1.61995 0.079
H 4.21291 -1.47954 0.12988 0.108
H -0.51323 -0.36002 -3.12149 0.109
H -1.34591 0.69901 -5.19434 0.107
H -3.59170 0.13034 -6.06980 0.099
H -4.97170 -1.56004 -4.89026 0.097
H -4.13943 -2.59749 -2.80953 0.110
F -5.83290 4.62702 -4.33087 0.127
C -5.17436 3.52457 -4.75418 -0.584
F -4.55784 3.88167 -5.89954 0.125
F -6.11716 2.62404 -5.08362 0.126
C -4.21135 3.00614 -3.73505 -0.142
C -2.98667 3.64236 -3.57656 -0.015
C -2.06462 3.14932 -2.67116 -0.015
C -2.35688 2.01634 -1.90485 -0.243
C -3.61120 1.41558 -2.04282 -0.019
C -4.52905 1.89948 -2.95976 -0.012
C -1.36357 1.41884 -1.06047 -0.112
C -0.49929 0.79686 -0.47914 -0.061
H -2.75317 4.51239 -4.17802 0.120
H -1.09663 3.62024 -2.56103 0.115
H -3.84722 0.54841 -1.44005 0.121
H -5.48209 1.40556 -3.09047 0.120
N 2.29458 2.10031 -1.32263 -0.012
C 3.32211 2.80695 -1.82833 -0.123
C 4.03621 1.93850 -2.62362 -0.083
C 3.34643 0.71203 -2.51106 -0.154
N 2.29560 0.82378 -1.71320 0.023
H 1.59889 2.38908 -0.65162 0.127
H 3.47118 3.84639 -1.58392 0.109
H 4.91741 2.15263 -3.20549 0.081
H 3.57842 -0.24336 -2.95961 0.101
N 2.31827 -2.07379 2.44078 0.099
C 1.61048 -2.78188 3.40529 -0.319
C 1.13975 -2.14696 4.55414 -0.041
C 0.35872 -2.84215 5.46513 -0.099
C 0.04824 -4.18048 5.26146 -0.124
C 0.53282 -4.81853 4.12387 -0.107
C 1.30828 -4.13160 3.20656 -0.045
H 2.87319 -2.61864 1.80109 0.073
H 2.72550 -1.18891 2.70307 0.081
H 1.36148 -1.09587 4.70539 0.108
H -0.01738 -2.32886 6.34225 0.096
H -0.56585 -4.71808 5.97325 0.086
H 0.29522 -5.86087 3.94530 0.094
H 1.65694 -4.61927 2.30205 0.114
```

Computed properties:
spin multiplicity: 1
charge: -1
ΔE to the lowest compared entry with this formula, charge and spin: 2.7 kcal per mole
E_HOMO: -4.2 eV
Kohn-Sham gap: 6.69 eV

***

Density functional theory data (the ωB97M-V functional and the def2-TZVPD basis) for a structure of composition C12H26AsBrN3O10P2SSm at a distorted geometry.

The geometry in XYZ format:
```
57
Properties=species:S:1:pos:R:3:nbo_charge:R:1
Sm -0.54169 -0.14614 0.49107 1.817
O -2.51601 2.73242 3.06202 -0.979
P -1.68694 1.54706 2.42582 2.562
O -2.53528 0.58373 1.64572 -1.113
O -0.54977 1.99730 1.52747 -1.163
O -1.06069 0.83734 3.72025 -1.115
P 0.18976 -0.26120 3.73047 2.575
O -0.25756 -1.24304 4.90517 -0.982
O 1.44412 0.44001 4.03463 -1.137
O -0.04480 -1.05789 2.45098 -1.159
H -2.17686 3.01884 3.91812 0.516
H 0.10052 -0.92884 5.74496 0.504
Br -3.00077 -2.75278 2.58002 0.127
C -2.25868 -3.50740 1.02090 0.168
C -2.77433 -4.74880 0.62521 -0.248
C -2.31547 -5.30467 -0.54531 -0.155
C -1.37164 -4.60893 -1.29644 -0.208
C -0.92134 -3.40386 -0.80175 0.095
N -1.34001 -2.85690 0.35008 -0.425
C 0.08916 -2.59463 -1.56072 0.839
O 0.23607 -2.95032 -2.80799 -0.682
O 0.72829 -1.70007 -1.03666 -0.638
H -3.52281 -5.23534 1.23009 0.238
H -2.69781 -6.25936 -0.87890 0.226
H -0.99966 -4.98114 -2.23697 0.242
N 1.35121 -0.96202 -4.36682 -0.848
C 0.47672 0.19286 -4.07097 -0.242
C 0.94148 0.92711 -2.80070 -0.241
N -0.14674 1.36364 -1.92060 -0.872
H 1.24062 -1.24844 -5.33578 0.374
H 0.81765 -2.25675 -3.27974 0.526
H 2.32604 -0.69625 -4.26746 0.372
H -0.53019 -0.20007 -3.90439 0.203
H 0.41729 0.87807 -4.92427 0.176
H 1.57118 1.78649 -3.05193 0.187
H 1.58604 0.24855 -2.23423 0.222
H -0.89728 0.65350 -1.96628 0.413
H -0.57943 2.21617 -2.26193 0.367
C -3.30464 -0.58943 -1.37212 -0.224
O -1.91988 -0.63853 -1.22844 -0.974
H -3.75927 -1.59085 -1.27719 0.141
H -3.60469 -0.20030 -2.35866 0.145
H -3.77782 0.04480 -0.60808 0.170
C 1.83675 3.22865 2.93048 -0.968
As 2.48923 2.50157 1.28070 1.516
C 4.38309 2.80685 1.35476 -0.976
C 1.88158 3.75858 -0.03582 -0.981
S 2.23742 0.50998 0.52701 -0.632
H 2.46690 4.11134 3.07135 0.220
H 1.94616 2.50486 3.73267 0.298
H 0.79749 3.50683 2.79785 0.257
H 4.56985 3.88064 1.41849 0.228
H 4.83834 2.39210 0.45691 0.250
H 4.80185 2.31037 2.22891 0.252
H 2.20108 4.75716 0.26461 0.227
H 0.79658 3.70722 -0.10787 0.267
H 2.32958 3.47994 -0.98869 0.239
```

Computed properties:
⟨S²⟩: 8.757
spin multiplicity: 6
ΔE to the lowest compared entry with this formula, charge and spin: 0.0 kcal per mole
E_HOMO (alpha / beta): -8.2 / -8.3 eV
Kohn-Sham gap (alpha / beta): 8.26 / 8.28 eV

***

Density functional theory data (the ωB97M-V functional and the def2-TZVPD basis) for a cluster of 2 separate species, C8H18NO2PS in total at a distorted geometry.

The geometry in XYZ format:
```
31
Properties=species:S:1:pos:R:3:nbo_charge:R:1
C -1.75701 1.06535 2.60346 -0.598
C -0.96882 -0.22623 2.08949 -0.217
C -1.66324 -1.55212 2.42976 -0.612
C -0.69997 -0.05934 0.67178 0.151
N 0.43109 -0.12247 0.18039 -0.461
C 1.47437 -0.31183 1.10762 0.020
C 2.08957 -1.75922 0.90727 -0.601
C 2.45324 0.84289 0.94040 -0.612
S 0.72571 -0.23411 2.76369 0.154
H -2.70469 0.85324 2.94289 0.206
H -1.82905 1.80038 1.83370 0.216
H -1.15896 1.24579 3.41876 0.227
H -1.47575 -1.77016 3.48854 0.225
H -1.07468 -2.36569 2.00363 0.218
H -2.67720 -1.63603 2.24502 0.214
H -1.66617 0.13647 0.08759 0.207
H 2.61843 -2.09694 1.76068 0.217
H 2.71631 -1.83416 0.05667 0.213
H 1.17458 -2.26940 0.81334 0.209
H 3.23835 0.54139 0.38795 0.206
H 2.74647 0.96009 1.94129 0.216
H 2.03986 1.64835 0.40579 0.227
C -0.25822 1.16453 -5.00673 -1.005
P -0.36190 1.33554 -3.13256 1.288
O -1.78050 0.46349 -2.85178 -0.996
O 0.75951 0.17251 -2.76700 -1.006
H -0.30581 0.08173 -5.38306 0.239
H -0.88669 1.81236 -5.59756 0.226
H 0.73003 1.29642 -5.31383 0.236
H -2.49121 0.86053 -3.21614 0.474
H 0.56235 -0.04336 -1.81103 0.518
```

Computed properties:
spin multiplicity: 1
SMILES string: CC1(C)C=NC(C)(C)S1.CP(O)O
ΔE to the lowest compared entry with this formula, charge and spin: 66.8 kcal per mole
E_HOMO: -8.5 eV
Kohn-Sham gap: 9.20 eV

***

Density functional theory data (the ωB97M-V functional and the def2-TZVPD basis) for a structure of composition C6H11NO at a distorted geometry.

The geometry in XYZ format:
```
19
Properties=species:S:1:pos:R:3:nbo_charge:R:1
C 2.15637 -0.74244 0.09883 -0.377
C 1.39281 0.62393 0.42065 -0.480
C 0.07714 0.73683 -0.22915 -0.034
C -1.12244 0.33204 0.19986 -0.300
C -2.30065 0.58655 -0.50331 0.142
C -3.52586 -0.19953 -0.11691 -0.096
O -3.03658 -1.40189 0.00016 -0.642
N 3.73299 -0.37256 -0.17247 -0.942
H 2.93793 -0.50544 -0.93134 0.482
H 1.42102 -1.38193 -0.38987 0.234
H 2.06994 1.42427 0.13344 0.247
H 1.31699 0.59659 1.50142 0.225
H 0.05456 1.29180 -1.16840 0.189
H -1.14695 -0.26580 1.10198 0.236
H -2.21854 1.00432 -1.50538 0.189
H -4.23810 -0.01842 -0.95609 0.155
H -3.93346 0.29596 0.79502 0.126
H 4.10665 -0.78886 0.65186 0.403
H 2.25617 -1.21541 1.06970 0.243
```

Computed properties:
spin multiplicity: 1
ΔE to the lowest compared entry with this formula, charge and spin: 211.1 kcal per mole
E_HOMO: -8.4 eV
Kohn-Sham gap: 6.79 eV